ORCA calculation (ωB97M-V/def2-TZVPD) on the molecule C8H12BrN3O at a distorted geometry.

Last column: Löwdin charge in e.
Geometry (Å):
Br1 -2.72070 1.15592 0.50163  0.847
O1 0.62691 2.41328 -0.90779  0.062
N1 0.26180 -1.14210 -1.11854  0.040
N2 -0.48178 -2.03823 -0.71971  0.095
N3 1.45188 0.98222 0.69123  -0.151
C1 -0.89836 0.63777 -2.29275  -0.002
C2 -2.37091 -2.34405 0.87797  -0.048
C3 -1.50540 -1.47052 0.06439  -0.360
C4 -1.45304 -0.10701 0.01071  -0.624
C5 1.66405 -0.40410 1.08890  -0.012
C6 -0.30921 0.14018 -0.92877  -0.454
C7 0.63417 1.32733 -0.37889  -0.360
C8 2.44353 1.94203 0.95826  -0.082
H1 -0.90648 1.76292 -2.26064  0.101
H2 -2.91142 -3.15722 0.40356  0.075
H3 2.13818 2.88191 0.50474  0.086
H4 0.65054 -0.76566 1.08533  0.067
H5 -1.78445 0.04515 -2.54928  0.099
H6 2.10431 -0.35587 1.99370  0.053
H7 -0.18004 0.36004 -3.02233  0.068
H8 -3.19748 -1.75390 1.34011  0.078
H9 -1.74205 -2.93628 1.55721  0.088
H10 2.63317 2.05879 2.07235  0.105
H11 2.36128 -0.87370 0.31790  0.128
H12 3.49151 1.64114 0.71073  0.102

Properties
**E_HOMO**: -9.27 eV
**Frontier orbital gap**: 9.238 eV
**Electronic energy**: -85048.47376 eV
**SMILES string**: CC1=C(Br)[C@@](C)(C(=O)N(C)C)N=N1
**ΔE to the lowest compared entry with this formula, charge and spin**: 121.2 kJ/mol
**2S+1**: 1
**M**: 246.108 g/mol